(1)
ORCA calculation (wB97M-V/def2-TZVPD) on a molecular structure, C26H41Br3MgN3NaO19PS at a distorted geometry.

* HOMO energy: -3.49 eV
* total charge: -1
* LUMO: -0.69 eV
* frontier orbital gap: 2.8 eV

XYZ file:
```
96
Properties=species:S:1:pos:R:3:mulliken_charge:R:1
O -9.6342 -0.5101 -6.7593 -0.465
H 6.8027 -3.6302 6.2684 0.031
O 3.5861 5.3899 -0.0203 -0.354
C 0.5130 -3.3425 1.8538 -0.580
Br 4.8203 -1.3304 5.7237 -0.066
O 0.0724 1.8118 -2.9299 -0.115
N 0.2601 -2.0866 1.3831 0.424
C -8.5171 2.4171 0.7159 -0.652
O -2.0302 5.1462 -3.5819 -0.889
H -9.3419 0.4555 0.9710 0.386
H 2.6234 -2.2309 5.0105 0.354
Mg 0.3431 5.3608 -7.0841 -0.196
H 4.3156 9.0224 1.9294 0.214
H 6.8161 -7.9939 6.9802 0.310
O -7.6501 -1.5926 -5.7768 -0.400
O 2.1942 6.0020 1.6494 -0.549
O 8.5121 -6.3230 8.4253 -0.635
C -0.3456 -1.3452 2.3567 -0.488
H 9.8528 -3.7836 6.3182 0.333
C 3.1463 6.1931 0.9422 0.780
H -2.2900 1.8582 -3.1573 0.488
C -0.3773 2.1657 -1.6494 0.557
H 8.3957 -8.8223 6.9074 0.366
O 1.3658 1.2431 -2.8436 -0.264
H -0.4709 5.4611 -5.7118 -0.201
C 0.6982 -3.6637 -3.8880 -1.084
C 3.5940 8.2109 1.9875 -0.633
C -1.4223 -4.9669 -4.2368 -1.310
H -2.4323 -4.9324 -4.6465 0.340
H -7.5373 4.2649 0.2279 0.183
H 8.8688 -2.3357 6.0854 0.383
C -7.1305 1.3364 -1.4125 -0.436
O 9.9125 -6.4562 6.3624 -0.602
H -3.4829 1.7561 -1.8502 -0.275
H -6.2998 3.2843 -1.6734 0.346
H 8.8942 -3.6170 4.8557 0.273
O 3.9529 7.2589 0.9908 -0.329
H 7.7478 -8.0246 5.4495 0.313
C -2.6337 -0.1570 -2.2678 0.051
H -0.1823 4.1359 -3.6115 -0.283
H -2.2572 -0.6353 -3.1898 0.509
H 0.9627 5.9117 -4.7802 0.590
H -0.6224 -0.3198 2.1777 0.464
N -6.4061 0.7868 -2.5558 1.201
H -0.1808 5.5983 -2.6793 0.031
C -0.6849 5.1329 -3.5613 0.497
H -9.0665 2.8414 1.5460 0.380
H 2.5984 8.6105 1.7980 0.291
H 3.2679 3.6291 -1.0010 0.257
H -0.9359 -1.8420 4.4003 0.406
C 7.8071 -7.9870 6.5343 -0.924
C -2.5083 1.3961 -2.1886 0.203
O -1.4603 -2.5872 -3.8588 -0.446
C 0.0568 -3.4099 3.1461 -0.450
C -0.1416 5.9135 -4.7796 -0.773
C -0.7108 -3.6420 -4.4612 0.266
C 3.2538 -1.4558 4.5953 -0.304
P -8.7389 -0.5530 -5.5239 0.940
C 8.9047 -3.4142 5.9269 -1.018
C -7.9771 0.5290 -0.6803 -0.322
H 1.3005 -4.4488 -4.3488 0.413
O -9.5696 -0.9724 -4.3067 -0.544
H -1.5164 -5.1782 -3.1677 0.335
O 7.6422 -5.4825 6.2711 -0.277
O -6.6061 -0.3608 -2.8278 -0.557
C -8.6732 1.0765 0.3915 -0.543
H 2.8313 3.5926 0.7143 0.316
H 3.6426 7.7663 2.9809 0.288
Na -5.5553 4.5975 -1.4615 0.875
O -1.5209 1.6794 -1.1701 -0.335
C 2.8115 4.1956 -0.1932 -0.548
H 0.9936 -4.0796 1.2330 0.391
H 7.7762 -3.9595 7.6936 0.321
O -8.0877 0.8170 -5.3091 -0.501
O 0.2978 2.8587 -0.9687 -0.498
Br 2.2365 0.1839 4.6169 -0.015
H -8.1050 -0.5140 -0.9337 0.476
O -3.0815 -0.7331 -1.3225 -0.534
H 0.1096 -4.2739 3.7891 0.428
H -0.4673 6.9565 -4.7729 0.338
H 1.1926 -2.7047 -4.0500 0.207
C -7.6579 3.2155 -0.0271 -0.036
Br 3.7131 -1.9987 2.8015 0.000
H 1.7922 4.4349 -0.4693 0.300
C 7.7301 -4.0884 6.6101 -0.062
H 0.4858 -1.7559 0.4608 0.208
C -6.9612 2.6686 -1.0960 0.244
C 1.2646 0.0471 -2.2316 0.599
N 1.2146 -0.7672 -1.4253 -0.556
H -1.5100 -2.7612 -2.9113 0.280
O -5.6611 1.5472 -3.1564 -0.646
H -0.6677 -3.4264 -5.5296 0.301
S 8.6339 -6.5018 7.0076 1.192
H 0.6734 -3.8326 -2.8075 0.244
H -0.8821 -5.7904 -4.7076 0.395
C -0.4895 -2.1398 3.4655 -0.621
```

=====

(2)
ORCA calculation (wB97M-V/def2-TZVPD) on 3 unconnected molecules or ions with the total composition C26H41IO14S2 at a distorted geometry.

* HOMO energy: -9.39 eV
* total charge: 0
* SMILES string: CCOCCOCC1=C(CCCOC(C)=O)C(=O)C(CC=O)=C(CC(=O)I)C1=O.CCOS(C)(=O)=O.CCOS(C)(=O)=O
* LUMO: -0.66 eV
* frontier orbital gap: 8.7 eV

XYZ file:
```
84
Properties=species:S:1:pos:R:3:mulliken_charge:R:1
H -1.4735 3.3468 2.8585 0.265
C 1.8807 2.6589 1.5067 -1.159
H -1.1597 -4.7727 3.6622 0.423
H -1.4637 -2.4478 2.6465 0.428
O -0.1418 1.7764 2.2638 -0.572
O -1.3830 1.5249 -5.4056 -0.680
H 1.1061 -4.7184 3.0111 0.416
O 2.9315 -3.9940 -0.0094 -0.578
C -3.2918 3.2882 -5.1485 -1.044
H -4.3743 3.3229 -5.0553 0.328
O -3.6527 1.0377 -6.2324 -0.325
C -1.3966 -3.2718 1.9337 -1.439
C 1.7568 -2.0935 -0.8009 1.106
H -2.4679 3.8350 1.4764 0.271
C 2.9623 -1.3886 -1.3412 -1.462
C -0.5437 -2.7093 -0.4304 -0.527
C 6.9677 -1.0482 2.1708 -0.406
O -3.2338 1.0662 -3.8026 -0.577
H -3.9165 -0.4074 -7.6362 0.281
C 0.4990 -1.8172 -1.0525 1.115
C 0.0696 -0.6531 -1.9280 -1.427
C 0.4301 2.2615 1.3492 0.910
O -5.7723 3.5269 4.4803 -0.641
C -0.2303 -3.1562 0.9873 0.998
H 7.9030 -0.7807 1.6668 0.354
H 3.3057 -1.9307 -2.2340 0.446
O 0.4729 -2.4578 4.2494 -0.423
C -6.9915 4.9210 2.6374 -0.942
C 1.3880 -2.6348 3.5798 0.108
H 2.6274 -3.9678 2.5316 0.424
H -2.9658 3.7020 -6.0991 0.332
C 6.4310 -1.6366 -0.0152 -0.648
H -1.5039 1.6008 -1.1142 0.215
H -3.3292 -1.3160 -4.7760 0.154
H -4.9334 -1.1982 -5.4798 0.265
O -0.2268 2.5015 0.1774 -0.340
H -2.5913 5.4727 3.3760 0.301
H -7.0680 5.7222 3.3677 0.315
C 0.4303 0.6831 -1.2494 -0.108
H -1.0122 -0.7440 -2.0607 0.394
I 3.0216 -1.1959 3.7010 0.030
H 6.6716 -0.2825 2.8885 0.284
C 5.2176 -1.8856 -0.9776 -0.456
S -5.6660 3.8522 3.0912 1.194
H 6.9103 -2.6091 0.1502 0.330
C -0.7148 1.2875 -0.4300 -0.621
O 4.0237 -1.3929 -0.3892 -0.137
H -2.8291 3.8255 -4.3230 0.369
H -1.0949 0.5829 0.3127 0.419
C -1.5026 -4.6409 2.6149 -0.188
C 1.0354 -3.3957 1.2507 1.111
H 1.3009 0.5876 -0.5959 0.061
H 0.5436 -0.7150 -2.9070 0.447
O -5.5497 2.8273 2.1012 -0.586
O 5.9283 -1.0751 1.1738 -0.214
H -2.2992 -3.2016 1.3171 0.539
H 2.2927 2.0536 2.3109 0.259
H 1.9689 3.7056 1.8078 0.364
H -7.9006 4.3231 2.6350 0.371
C -3.8804 -1.3550 -5.7148 -0.832
H 5.4457 -1.3479 -1.9055 0.278
H -3.7534 -2.3527 -6.1365 0.383
C 1.5488 -3.8078 2.6105 -1.095
H -2.3231 -0.4218 -6.8976 0.315
H 2.7829 -0.3585 -1.6569 0.481
O -1.5274 -3.0051 -0.9853 -0.541
H -6.8012 5.3137 1.6419 0.310
H 7.9983 -2.5139 3.3748 0.343
C 2.0300 -3.2486 0.1257 -0.279
H 2.4663 2.4843 0.6029 0.304
C -2.4871 3.5127 2.5183 -0.650
H -3.0115 2.5588 2.5537 0.317
O -1.9115 -5.5777 2.0297 -0.450
H 6.8874 -3.2511 2.2125 0.279
H 6.2210 -2.4448 3.6236 0.156
C -3.3883 -0.3025 -6.6900 -0.325
H 5.0759 -2.9612 -1.1286 0.276
O -4.4843 4.9045 2.8975 -0.251
H -3.2388 4.2194 4.4221 0.363
H 0.7181 1.4106 -2.0150 0.251
H 7.1485 -0.9677 -0.5090 0.361
C -3.1724 4.5516 3.3842 -0.623
C 7.0247 -2.4054 2.8871 -0.872
S -2.7645 1.6113 -5.0394 1.373
```

=====

(3)
ORCA calculation (wB97M-V/def2-TZVPD) on a molecular structure, C26H41MoN2S at a distorted geometry.

* spin multiplicity: 3
* HOMO energy (alpha / beta): -10.25 / -10.01 eV
* total charge: +1
* ⟨S²⟩: 2.03
* energy relative to the best compared isomer or geometry (same formula, charge and spin): 0.00 kcal per mole
* LUMO (alpha / beta): -2.39 / -2.96 eV
* frontier orbital gap (alpha / beta): 7.9 / 7.1 eV

XYZ file:
```
71
Properties=species:S:1:pos:R:3:mulliken_charge:R:1
H 2.4871 0.4322 -2.4054 0.261
C 3.4445 -0.8862 0.2450 -1.477
H -1.5763 -2.4481 -2.4625 0.340
Mo 0.1783 -0.3254 0.0850 -0.260
C 0.0577 -2.5228 -0.1969 0.827
H -0.1486 -3.1613 -3.2385 0.310
H -3.8081 2.7291 -0.3447 0.438
C 1.4273 -2.7150 2.0073 -1.729
H 3.5310 -0.7967 1.3311 0.311
H -2.2810 -0.2273 -1.9543 0.373
C -1.9593 1.6039 -0.7548 3.270
H 0.4888 -2.7272 2.5741 0.314
H 1.8106 -3.7469 1.9871 0.283
H -3.7665 0.4390 -1.1994 0.486
N -0.5725 0.4437 3.9771 -0.021
C -0.6516 1.9025 -1.4542 0.387
H -0.6081 2.9632 5.2624 0.361
C -1.0361 0.8554 5.3342 -0.645
C -2.8029 0.7024 -1.6642 -2.530
H -0.4808 -1.4360 -3.4390 0.375
C -0.4121 1.5999 -2.8153 -0.199
H 0.7133 1.9862 5.9498 0.298
H -0.2950 -1.7733 5.1305 0.259
C 0.7299 -1.9759 5.4683 -0.951
H 2.5407 -0.9682 6.0324 0.482
H -0.7633 2.2846 6.8863 0.406
H -0.8675 0.7188 -3.2790 0.503
H -1.8994 -0.7857 1.8909 0.333
C 1.5184 -0.7090 5.7212 -0.611
H -0.1660 2.9084 0.2620 0.438
C 0.0350 2.8971 -0.8247 -0.149
C -1.6695 0.9669 0.5925 -2.100
C 0.8316 3.7940 -1.5424 -1.094
C 0.4051 2.4735 -3.5325 -0.929
H 2.1524 -2.0977 2.5480 0.315
H 1.0763 -0.1099 6.5266 0.232
H 1.2331 -2.6108 4.7286 0.227
C -2.7650 2.9179 -0.6398 -1.750
C 2.1068 -1.3958 -0.1641 0.472
H -2.7997 3.3858 -1.6374 0.442
H 1.3306 4.6238 -1.0422 0.477
H 1.5226 -0.5744 -3.5102 0.358
H 4.2380 -1.5612 -0.1023 0.357
C -1.0918 -3.3908 0.1951 -1.462
H 0.6695 -2.5413 6.4065 0.412
H -1.3702 1.6485 1.3983 0.760
H -2.0063 -3.0870 -0.3269 0.366
H 0.6036 2.2691 -4.5865 0.469
C -1.9250 -0.3966 0.8660 -0.284
H -1.2106 0.6506 3.2105 0.010
C 2.1995 -0.6003 -2.6495 -1.659
C 1.1944 -2.1903 0.6320 0.923
H -0.8971 -0.0074 5.9888 0.248
C 0.2877 -1.9768 -1.5125 0.600
C 1.5392 -1.2633 -1.4856 0.784
H -2.1145 1.0117 5.2288 0.507
H 2.6301 0.3105 4.1898 0.325
H 1.4427 4.3617 -3.5414 0.423
C -0.5284 -2.2649 -2.7252 -1.636
H -3.0397 1.2676 -2.5853 0.499
H 3.1069 -1.1420 -2.9566 0.378
C -0.3733 2.0933 5.8831 -1.190
C 0.7218 0.4280 3.6071 0.312
S 1.2525 0.8623 2.0039 -0.366
C 0.9306 3.6245 -2.9232 -0.670
N 1.6774 0.1845 4.5321 -0.026
H -1.2848 -3.3368 1.2718 0.292
H -0.9079 -4.4435 -0.0588 0.363
H 3.6440 0.0994 -0.1900 0.372
H -2.5921 -0.9523 0.2032 0.379
H -2.3193 3.6242 0.0687 0.379
```

=====

no.,electronic energy (a.u.)
1,-11432.6198
2,-3162.6102
3,-1590.9787